1.
25
Properties=species:S:1:pos:R:3 method="wB97M-V/def2-TZVPD" gap_ev="8.08 / 5.37" relative_energy_kj_mol=39.3 fmax_ev_per_a=14.64 spin_multiplicity=9 total_charge=+4
Rh -1.04 -0.63 -1.39
Rh -4.35 -2.99 -1.64
Cl -2.29 -3.35 -0.33
Cl -3.15 -1.13 -1.88
O -7.13 -3.22 -2.75
O 0.81 0.51 0.05
O -0.33 1.46 -3.38
O -5.57 -5.67 -0.93
N 2.61 1.12 1.25
C -0.54 0.61 -2.61
C -5.01 -4.64 -1.15
C 0.93 2.87 0.66
C 3.13 -0.24 1.19
C 3.39 2.03 2.10
C 1.46 1.41 0.64
C -6.02 -2.97 -2.43
H 3.87 2.86 1.55
H 1.55 3.49 1.29
H -0.10 2.91 0.99
H 2.80 2.48 2.91
H 4.16 1.45 2.56
H 2.39 -0.97 1.56
H 3.99 -0.24 1.89
H 3.50 -0.48 0.18
H 0.96 3.34 -0.34



2.
87
Properties=species:S:1:pos:R:3 method="wB97M-V/def2-TZVPD" gap_ev=9.31 fmax_ev_per_a=4.02 spin_multiplicity=1 smiles="C[Si](C)(CCC(F)(F)[C@H](OC=O)S(C)(=O)=O)c1ccccc1.O=S1(=O)CCCC1.O=S1(=O)CCCC1.O=S1(=O)CCCC1"
S -6.36 0.51 1.59
S 0.07 -1.94 -3.18
S 2.47 2.42 3.70
S 4.43 -4.38 -1.57
Si 0.30 3.34 -0.84
F 2.14 -0.69 -0.12
F 2.56 0.57 -1.83
O -5.34 -0.11 2.41
O 2.87 -1.94 -5.13
O -6.14 1.78 0.94
O 1.47 3.46 3.72
O -0.95 -2.37 -2.24
O 3.67 2.54 2.91
O 2.81 -1.73 -2.92
O 4.27 -4.33 -0.13
O 3.67 -3.52 -2.44
O 0.26 -3.03 -4.12
C 4.26 -6.09 -2.11
C 6.17 -4.23 -1.95
C 5.63 -6.50 -2.66
C 1.83 3.35 0.26
C -8.88 -0.33 1.79
C 0.14 1.77 -1.90
C -6.92 -0.68 0.38
C 1.58 -1.63 -2.20
C 2.76 -1.21 -4.20
C 0.44 4.81 -2.05
C -2.94 5.06 1.11
C -2.19 2.47 0.32
C 6.69 -5.67 -1.94
C -1.34 3.56 0.07
C -7.89 0.58 2.52
C -8.06 -1.41 1.08
C 1.69 0.86 3.33
C 2.33 -0.12 4.31
C 2.39 0.61 5.65
C 1.63 -0.31 -1.36
C 0.33 0.44 -1.07
C -0.52 -0.54 -4.13
C -3.80 3.99 1.34
C 2.94 2.02 5.39
C -3.42 2.70 0.96
C -1.72 4.85 0.47
H 0.72 1.80 -2.83
H 2.32 2.37 0.35
H -8.66 -1.98 0.37
H -4.77 4.14 1.81
H -6.09 -1.33 0.10
H -4.09 1.86 1.13
H 0.62 0.97 3.52
H 0.79 4.46 -3.02
H -1.96 1.45 0.02
H -9.60 -0.76 2.49
H 2.62 -0.13 -4.38
H -3.24 6.07 1.39
H 1.67 3.79 1.26
H 4.03 2.04 5.45
H 6.66 -3.59 -1.22
H 0.39 0.77 -0.02
H 3.98 -6.69 -1.24
H 2.57 4.00 -0.24
H -7.68 0.23 3.53
H 6.25 -3.79 -2.95
H 1.76 -1.05 4.38
H -1.33 -0.08 -3.55
H 5.80 -7.57 -2.53
H 1.86 0.60 2.29
H -1.06 5.69 0.27
H 1.03 5.63 -1.63
H -8.24 1.61 2.56
H 3.01 0.08 6.37
H -0.58 -0.16 -1.13
H 3.48 -6.15 -2.86
H 1.63 -2.47 -1.48
H -0.59 5.17 -2.21
H 2.52 2.75 6.06
H -7.28 -0.13 -0.49
H -7.66 -2.12 1.81
H 7.67 -5.74 -2.42
H -0.92 1.75 -2.22
H 3.34 -0.38 3.98
H -0.95 -0.89 -5.07
H 5.67 -6.29 -3.73
H 6.79 -6.02 -0.91
H -9.44 0.25 1.05
H 0.23 0.24 -4.29
H 1.39 0.68 6.08



3.
87
Properties=species:S:1:pos:R:3 method="wB97M-V/def2-TZVPD" gap_ev=5.80 relative_energy_kj_mol=4.1 fmax_ev_per_a=0.51 spin_multiplicity=1 total_charge=+2
Hf 0.69 0.70 -0.85
O -3.45 1.22 -1.48
O -1.98 2.50 -3.52
N -3.44 -3.94 0.59
N -0.90 0.57 0.87
N 1.22 2.53 -2.09
N -1.15 1.65 -1.50
N 1.95 1.44 0.65
N 2.56 -0.70 -0.63
N -1.63 -3.11 -0.70
N -0.39 -1.35 -1.09
N 2.92 -1.54 -1.47
N -4.54 -3.69 -0.18
N -5.45 -3.18 0.54
N 1.47 -0.30 -2.89
C 0.75 3.52 1.11
C -1.73 0.02 3.03
C 1.95 5.55 1.60
C 2.34 -1.32 -2.74
C -5.60 -2.55 2.98
C -2.36 1.21 -0.97
C -4.87 -2.57 4.15
C 2.72 -2.14 -3.78
C 0.99 -0.07 -4.11
C 0.23 3.03 -2.86
C -2.92 -3.56 3.06
C 1.69 4.63 -3.83
C 2.74 0.52 1.34
C -2.15 -2.52 -1.83
C -0.58 -2.39 -0.29
C -3.55 -3.08 4.19
C -1.12 2.37 -2.69
C -3.66 -3.52 1.88
C -3.04 0.13 2.58
C 3.95 -0.34 3.23
C 4.31 -1.50 2.53
C 3.15 3.49 1.27
C -0.69 0.25 2.15
C 0.75 4.88 1.38
C 2.44 3.08 -2.18
C 3.08 -0.67 0.66
C 3.88 -1.67 1.23
C 0.42 4.06 -3.75
C 3.15 4.84 1.55
C 0.23 -2.72 0.92
C -4.97 -3.04 1.83
C 3.19 0.66 2.66
C 2.71 4.13 -3.03
C -2.17 0.72 0.45
C -2.22 -4.29 -0.06
C 1.95 2.81 1.05
C 1.33 -0.83 -5.21
C 2.20 -1.89 -5.05
C -1.37 -1.44 -2.08
C -3.26 0.50 1.26
H 1.95 6.60 1.82
H -0.18 5.42 1.42
H -6.61 -2.19 2.94
H 4.29 -0.22 4.25
H 4.09 2.95 1.21
H -3.87 -0.05 3.25
H 3.70 4.55 -3.07
H 0.75 -3.67 0.80
H 3.43 -2.93 -3.58
H 2.94 1.55 3.22
H -0.19 3.00 0.97
H -5.32 -2.22 5.07
H -1.93 -3.99 3.11
H -0.40 -2.78 1.81
H 1.87 5.46 -4.51
H -1.48 -0.71 -2.86
H 2.49 -2.51 -5.88
H 0.99 -1.96 1.10
H 0.30 0.76 -4.22
H -3.02 -2.90 -2.33
H 4.13 -2.55 0.66
H -1.51 -0.23 4.06
H -1.52 -4.70 0.66
H 0.34 0.17 2.47
H -4.25 0.63 0.85
H -3.03 -3.11 5.14
H 4.08 5.35 1.73
H 3.20 2.65 -1.55
H 0.91 -0.60 -6.18
H -0.41 4.40 -4.35
H 4.92 -2.26 3.00
H -2.42 -5.03 -0.83



4.
35
Properties=species:S:1:pos:R:3 method="wB97M-V/def2-TZVPD" gap_ev="6.36 / 6.36" relative_energy_kj_mol=18.6 fmax_ev_per_a=0.46 spin_multiplicity=1 total_charge=+2
Ir 0.82 0.37 -0.60
S 2.66 0.01 -1.64
N 4.91 1.38 -1.19
N 3.31 1.60 0.45
N -0.04 -0.21 1.18
N 2.06 1.17 0.75
C -0.68 0.03 -2.41
C -1.80 1.54 -0.87
C -0.10 0.37 3.51
C -0.86 1.33 -1.88
C 1.60 1.30 1.95
C -0.88 -1.22 1.42
C -1.04 -0.62 3.73
C 0.41 0.53 2.23
C -1.51 -1.02 -2.00
C -2.68 0.51 -0.53
C -1.38 -2.39 -2.58
C 3.72 1.12 -0.68
C -1.40 -1.45 2.69
C -2.55 -0.74 -1.09
H -1.45 -0.78 4.72
H -1.91 2.53 -0.44
H -1.13 -1.85 0.59
H -2.08 -2.28 2.83
H -3.48 0.70 0.18
H 5.23 0.97 -2.05
H -2.27 -2.62 -3.18
H 2.18 1.82 2.70
H 0.29 0.98 4.31
H -1.33 -3.15 -1.80
H -0.51 -2.48 -3.22
H -0.05 -0.13 -3.28
H 5.54 1.99 -0.69
H -0.34 2.18 -2.32
H -3.25 -1.52 -0.83



5.
18
Properties=species:S:1:pos:R:3 method="wB97M-V/def2-TZVPD" gap_ev=9.21 relative_energy_kj_mol=169.4 fmax_ev_per_a=2.56 spin_multiplicity=1 smiles=N[C@H]1[C@@H]2CNC[C@H]1S2
S -0.23 1.77 -0.78
N 1.85 -0.05 -0.11
N -2.46 -0.37 0.06
C 1.26 0.48 1.10
C -1.00 -0.36 0.17
C -0.25 0.88 0.81
C -0.34 0.00 -1.21
C 1.03 -0.65 -1.16
H -2.87 -0.57 0.98
H 1.80 1.44 1.39
H 1.69 -0.56 -2.10
H 0.86 -1.77 -0.98
H -0.97 -0.23 -2.03
H -0.77 -1.34 0.65
H 1.13 -0.28 1.97
H -0.68 1.57 1.53
H 2.73 -0.45 0.04
H -2.79 0.48 -0.32